Entry from OMol25: a molecular structure, C3H6INO3 (the ωB97M-V functional and the def2-TZVPD basis).

ΔE to the lowest compared entry with this formula, charge and spin	100.1	kcal per mole
Kohn-Sham gap	9.554	eV
HOMO	-9.8283	eV
maximum force	3.58	eV/A
DFT total energy	-695.94398	Ha

Geometry as ORCA input:
```
! wB97M-V def2-TZVPD RIJCOSX def2/J DEFGRID3
* xyz 0 1
C -0.0365 0.2489 -1.0576
C -0.1881 0.0047 1.4970
C -0.9130 -0.3214 0.0709
N -0.9793 -1.8328 -0.0257
O -0.2351 -2.4895 0.6864
O -1.6655 -2.3374 -0.8742
O 1.1570 -0.1769 1.5284
I -2.9662 0.1631 -0.0996
H -0.5289 -0.0470 -2.0343
H 0.0417 1.3314 -1.1933
H 0.9352 0.0307 -0.7637
H -0.4343 1.0827 1.8161
H -0.7621 -0.5614 2.2701
H 1.5095 -1.0454 1.6212
*
```

Here are the Löwdin charges for atoms 1 to 2, given in e:
1. C -0.09
2. C -0.30


Entry from OMol25: 2 unconnected molecules or ions with the total composition C9H14Si (the ωB97M-V functional and the def2-TZVPD basis).

ΔE to the lowest compared entry with this formula, charge and spin	197.6	kcal per mole
Kohn-Sham gap (spin up / spin down)	7.922 / 7.064	eV
HOMO (spin up / spin down)	-8.2861 / -6.6440	eV
maximum force	5.63	eV/A
DFT total energy	-640.52332	Ha

Geometry as ORCA input:
```
! wB97M-V def2-TZVPD RIJCOSX def2/J DEFGRID3
* xyz 0 1
C 3.0170 -0.6687 -2.3880
C 0.9183 -2.4832 1.5934
C 2.4555 -0.4556 -1.3791
C 0.8107 -1.6341 0.7818
C -2.6478 -1.2963 -1.1131
C 1.5197 1.7236 1.9938
C -0.9070 1.7596 1.0108
C -1.6761 -1.1854 -2.2513
C 0.6239 1.5536 0.7485
Si 1.0885 -0.0943 -0.1972
H 3.4076 -0.9822 -3.3600
H 0.9417 -3.4593 2.1602
H -3.4594 -0.5036 -1.3426
H -3.1883 -2.2611 -1.1178
H -2.0934 -1.1856 -0.1928
H 2.3090 1.0294 2.0653
H 1.9335 2.7033 1.9878
H 0.9002 1.4918 2.9554
H -1.3392 0.8830 1.6822
H -1.4580 1.5688 0.0410
H -1.1225 2.6427 1.6110
H -2.1806 -1.0406 -3.2712
H -0.9023 -0.4650 -2.0507
H 1.0487 2.3593 0.0323
*
```

Here are the Löwdin charges for atoms 1 to 2, given in e:
1. C 0.00
2. C 0.01


Entry from OMol25: C5H10O2 in the gas phase (the ωB97M-V functional and the def2-TZVPD basis).

ΔE to the lowest compared entry with this formula, charge and spin	31.7	kcal per mole
SMILES	C[C@@H](O)CCC=O
Kohn-Sham gap	10.583	eV
HOMO	-9.6424	eV
maximum force	0.75	eV/A
DFT total energy	-346.97490	Ha

Geometry as ORCA input:
```
! wB97M-V def2-TZVPD RIJCOSX def2/J DEFGRID3
* xyz 0 1
C 1.3295 1.5838 -0.9180
C 0.1921 0.9290 -0.1415
O -0.9618 0.7705 -0.9582
C 0.6103 -0.4164 0.4432
C -0.4960 -1.1709 1.1937
C -1.7621 -1.3817 0.3966
O -1.8147 -2.3123 -0.3773
H 2.1785 1.8100 -0.2642
H 1.6880 0.9127 -1.7095
H 0.9902 2.5134 -1.3841
H -0.1347 1.6005 0.6621
H -0.7314 0.1608 -1.6744
H 0.9511 -1.0557 -0.3816
H 1.4746 -0.2802 1.1059
H -0.6898 -0.7086 2.1720
H -0.1783 -2.2146 1.2681
H -2.6454 -0.7402 0.5672
*
```

Here are the Löwdin charges for atoms 1 to 2, given in e:
1. C -0.05
2. C -0.45


Entry from OMol25: a molecular structure, C18H33GaNO5 (the ωB97M-V functional and the def2-TZVPD basis).

Kohn-Sham gap	6.162	eV
HOMO	-3.9474	eV
maximum force	10.73	eV/A
DFT total energy	-3061.13089	Ha

Geometry as ORCA input:
```
! wB97M-V def2-TZVPD RIJCOSX def2/J DEFGRID3
* xyz -1 1
C -4.0776 1.0809 4.3309
C -3.3843 0.3416 3.3475
Ga -2.4252 -0.9899 2.0628
C -3.6533 -1.2601 0.3764
C -3.8632 0.2287 -0.2939
C -5.1634 0.2965 -1.3265
O -6.2506 -0.6419 -0.9570
C -0.6210 -0.2314 1.3086
C -0.5615 1.4056 1.2635
C -0.1701 2.0527 -0.1893
C 0.9624 1.2312 -1.0414
C 2.2785 0.7614 -0.1852
N 2.5554 -0.7041 -0.5760
H -4.8681 1.4374 5.1516
H -2.1737 -2.3650 2.8468
H -3.0813 -1.9693 -0.3741
H -4.6380 -1.7661 0.7619
H -2.9184 0.5374 -0.9535
H -3.9763 1.0821 0.5096
H -4.8610 0.0176 -2.4470
H -5.5866 1.3992 -1.3636
H -6.9656 -0.1479 -0.4477
H 0.2465 -0.5728 2.0543
H -0.4671 -0.7663 0.2778
H 0.1318 1.8602 2.1225
H -1.6597 1.7939 1.5206
H -1.1222 2.2107 -0.8591
H 0.2567 3.1461 0.0244
H 0.4111 0.2779 -1.5024
H 1.3322 1.8648 -1.9614
H 3.1995 1.4290 -0.5476
H 2.1418 0.7528 0.9778
H 1.7939 -1.3040 -0.1396
H 2.3523 -0.7929 -1.6167
O -0.4989 -3.2316 2.9930
C 0.6355 -3.3872 3.4136
O 1.7333 -2.7387 2.9252
C 2.9009 -3.2413 3.5732
C 2.4116 -3.8411 4.8654
C 1.0371 -4.3404 4.4982
H 3.3696 -3.9854 2.9207
H 3.6081 -2.4245 3.7445
H 3.0710 -4.6214 5.2547
H 2.3261 -3.0583 5.6289
H 1.0681 -5.3542 4.0896
H 0.3504 -4.2849 5.3460
O 2.1000 0.3189 -4.2983
C 2.2704 1.4594 -4.6965
O 1.2654 2.3587 -4.9093
C 1.8136 3.5482 -5.4753
C 3.2707 3.5354 -5.0938
C 3.5918 2.0625 -5.0658
H 1.6676 3.5183 -6.5602
H 1.2938 4.4221 -5.0717
H 3.9004 4.1076 -5.7802
H 3.3948 3.9574 -4.0890
H 3.8909 1.6924 -6.0504
H 4.3534 1.8321 -4.3173
*
```

Here are the Löwdin charges for atoms 1 to 2, given in e:
1. C -0.13
2. C -0.22


Entry from OMol25: C2H6N4 in the gas phase (the ωB97M-V functional and the def2-TZVPD basis).

ΔE to the lowest compared entry with this formula, charge and spin	94.0	kcal per mole
Kohn-Sham gap	8.450	eV
HOMO	-7.9507	eV
maximum force	1.37	eV/A
DFT total energy	-298.69914	Ha

Geometry as ORCA input:
```
! wB97M-V def2-TZVPD RIJCOSX def2/J DEFGRID3
* xyz 0 1
C 1.1502 -1.2822 -0.1270
C -0.0533 -0.5278 -0.2852
N 2.1852 -0.9919 0.5480
N 0.1725 1.4268 0.9602
N -0.4627 0.6402 0.2078
N -1.7846 1.0042 -0.1344
H 1.0784 -2.2114 -0.7215
H -0.7740 -0.9961 -0.9406
H 2.9213 -1.6859 0.4922
H -0.3767 2.2378 1.2219
H -1.8431 1.9820 -0.3949
H -2.2132 0.4043 -0.8264
*
```

Here are the Löwdin charges for atoms 1 to 2, given in e:
1. C -0.29
2. C -0.12


Entry from OMol25: C6H4O2 in the gas phase (the ωB97M-V functional and the def2-TZVPD basis).

ΔE to the lowest compared entry with this formula, charge and spin	67.1	kcal per mole
SMILES	O=C1C=CC=CC1=O
Kohn-Sham gap	7.654	eV
HOMO	-9.5228	eV
maximum force	6.86	eV/A
DFT total energy	-381.37214	Ha

Geometry as ORCA input:
```
! wB97M-V def2-TZVPD RIJCOSX def2/J DEFGRID3
* xyz 0 1
C -0.4290 -0.0829 1.4947
C 0.7817 0.5724 1.1819
C 1.1273 0.6612 -0.1508
C 0.4901 0.2250 -1.3722
C -0.7372 -0.5148 -1.2310
C -1.0533 -0.8783 0.2371
H 1.4118 1.1617 1.9820
H 1.6421 1.4006 -0.6972
H 0.7726 0.5847 -2.4650
H -1.4220 -0.9408 -2.1532
O -0.7892 -0.3755 2.5614
O -1.7949 -1.8132 0.6123
*
```

Here are the Löwdin charges for atoms 1 to 2, given in e:
1. C -0.40
2. C -0.01


Entry from OMol25: a molecular structure, C40H33Br2IN2O2PRb (the ωB97M-V functional and the def2-TZVPD basis).

ΔE to the lowest compared entry with this formula, charge and spin	0.0	kcal per mole
Kohn-Sham gap	6.942	eV
HOMO	-6.8686	eV
maximum force	0.17	eV/A
DFT total energy	-7615.31500	Ha

Geometry as ORCA input:
```
! wB97M-V def2-TZVPD RIJCOSX def2/J DEFGRID3
* xyz 0 1
Rb -0.0668 -2.0822 -0.6711
N -1.3103 -1.4378 2.1911
C -2.5405 -2.0482 2.2549
C -3.6611 -1.4075 2.7366
C -4.9207 -2.0389 2.7180
C -5.0751 -3.3031 2.2264
C -3.9481 -3.9891 1.7135
C -4.0227 -5.2923 1.1689
C -2.9010 -5.8827 0.6654
C -1.6859 -5.1656 0.6978
N -1.5717 -3.9617 1.2003
C -2.6827 -3.3690 1.7156
H -1.1951 -0.5767 2.7008
H -0.4995 -2.0369 2.1957
H -3.5646 -0.4045 3.1370
H -5.7773 -1.5029 3.1063
H -6.0428 -3.7875 2.2151
H -4.9771 -5.8049 1.1535
H -2.9292 -6.8760 0.2396
H -0.7834 -5.6064 0.2865
Br 2.1194 -5.3080 -0.5446
C 2.1293 -4.6797 -2.3618
Br 0.3517 -4.6806 -3.1365
H 2.7433 -5.3459 -2.9527
H 2.4824 -3.6485 -2.3440
C 3.3744 -0.1352 2.5499
C 2.9600 -0.7556 1.2229
O 1.7808 -1.1009 1.1141
C 3.9642 -0.8974 0.1753
C 5.2792 -0.4520 0.4334
C 6.2863 -0.5144 -0.4943
C 5.9939 -1.0532 -1.7607
C 4.7376 -1.4930 -2.0618
C 3.6470 -1.4327 -1.1255
O 2.4945 -1.8230 -1.4892
H 2.5261 -0.1859 3.2290
H 3.6683 0.9076 2.4126
H 4.2156 -0.6658 2.9957
H 5.5074 -0.0325 1.4039
H 7.2808 -0.1627 -0.2564
H 6.7765 -1.1161 -2.5093
H 4.5054 -1.8916 -3.0431
I -3.2698 -0.0380 -0.4587
C -3.1163 1.1563 -2.1813
C -4.0376 0.8360 -3.1431
C -4.2257 1.6549 -4.2711
C -3.5287 2.8186 -4.3641
C -2.5681 3.1726 -3.3870
C -1.9109 4.4215 -3.5133
C -0.9765 4.8062 -2.6060
C -0.5957 3.9084 -1.5913
C -1.1743 2.6734 -1.4312
P -0.2891 1.4717 -0.3245
C 1.4307 2.1010 -0.3954
C 1.9783 3.0430 0.4761
C 3.3034 3.4341 0.3467
C 4.0944 2.8921 -0.6579
C 3.5615 1.9524 -1.5259
C 2.2408 1.5520 -1.3882
C -0.8019 2.0092 1.3481
C -0.0781 1.5200 2.4387
C -0.4614 1.8232 3.7348
C -1.5867 2.6096 3.9639
C -2.3125 3.0957 2.8883
C -1.9182 2.8020 1.5875
C -2.2692 2.3052 -2.2947
H -4.6587 -0.0397 -3.0156
H -4.9524 1.3752 -5.0219
H -3.6965 3.5002 -5.1889
H -2.1796 5.0606 -4.3454
H -0.4849 5.7669 -2.6846
H 0.2255 4.1933 -0.9483
H 1.3704 3.4735 1.2626
H 3.7186 4.1625 1.0322
H 5.1326 3.1848 -0.7503
H 4.1872 1.4931 -2.2804
H 1.8494 0.7731 -2.0333
H 0.7817 0.8846 2.2580
H 0.1150 1.4434 4.5698
H -1.8905 2.8434 4.9762
H -3.1867 3.7117 3.0569
H -2.4876 3.1936 0.7535
*
```

Here are the Löwdin charges for atoms 1 to 2, given in e:
1. Rb 0.64
2. N 0.11